The following is a quantum chemistry calculation of 6 unconnected molecules or ions with the total composition C34H40N2O3 at a distorted geometry, from the OMol25 dataset.

Geometry as XYZ:
```
79
Properties=species:S:1:pos:R:3:mulliken_charge:R:1
O -7.71905 -6.46145 -2.46571 -0.572
N -8.24848 -7.51650 -2.22172 0.939
O -8.19370 -8.02637 -1.09822 -0.586
C -8.85347 -8.34069 -3.25801 0.158
C -9.22453 -9.66452 -2.99475 -0.231
C -9.81748 -10.47473 -4.03129 -0.415
C -9.87856 -10.03044 -5.37753 -0.481
C -9.54553 -8.65266 -5.61395 -0.318
C -9.03034 -7.83060 -4.55555 -0.387
H -9.14125 -10.02644 -1.98061 0.422
H -10.06510 -11.49690 -3.78583 0.351
H -10.26122 -10.56303 -6.23563 0.372
H -9.62255 -8.21769 -6.59948 0.356
H -8.68599 -6.82621 -4.75305 0.392
C -1.94301 0.42649 -0.62804 -0.822
O -0.67508 -0.04423 -0.98827 -0.352
C 0.11691 -0.21799 0.16592 -0.842
C 0.57227 1.08515 0.85136 0.769
C 1.50962 1.90004 0.01276 -1.526
N 1.07317 0.79340 2.20451 -0.722
H -2.68397 0.01679 -1.31452 0.277
H -2.05387 1.50238 -0.76318 0.289
H -2.34162 0.15854 0.35044 0.347
H -0.32730 -0.95952 0.82996 0.413
H 1.00416 -0.73698 -0.19677 0.345
H -0.36560 1.62666 0.97499 0.203
H 1.71776 2.87344 0.45693 0.388
H 1.16817 2.06532 -1.00910 0.315
H 2.45857 1.37079 -0.07360 0.391
H 1.40874 1.67235 2.57184 0.257
H 0.28047 0.40572 2.69587 0.266
C 5.10424 -3.31005 -5.49970 -0.231
C 3.89128 -2.56032 -5.72941 -0.430
C 2.73154 -3.25533 -6.23452 -0.293
C 2.76828 -4.62756 -6.36500 -0.455
C 4.00126 -5.28312 -6.23916 -0.199
C 5.15180 -4.64582 -5.78172 -0.416
H 5.96885 -2.79253 -5.11109 0.348
H 3.75109 -1.52265 -5.46481 0.350
H 1.76038 -2.80256 -6.36964 0.338
H 1.95605 -5.19667 -6.79255 0.331
H 3.97256 -6.34024 -6.45839 0.316
H 6.06017 -5.22975 -5.76508 0.342
C -0.06975 9.09931 0.61431 -0.423
C 0.67710 9.03542 1.78514 -0.315
C 0.30236 8.20169 2.82860 -0.349
C -0.76145 7.36120 2.65097 -0.333
C -1.42234 7.32607 1.41715 -0.401
C -1.07138 8.16427 0.40097 -0.264
H 0.15268 9.82526 -0.15374 0.350
H 1.61996 9.51249 2.00835 0.324
H 0.89610 8.17074 3.73022 0.352
H -1.11093 6.73362 3.45745 0.359
H -2.33702 6.75925 1.32529 0.340
H -1.65583 8.15554 -0.50717 0.360
C -2.70345 -0.19565 6.59953 -0.495
C -1.58638 0.07078 7.36938 -0.212
C -0.63865 -0.87315 7.65710 -0.446
C -0.76971 -2.14104 7.16328 -0.245
C -1.83580 -2.43636 6.31022 -0.452
C -2.80538 -1.46408 6.03379 -0.279
H -3.42339 0.58187 6.39075 0.368
H -1.54947 1.07938 7.75380 0.341
H 0.12388 -0.59578 8.36986 0.349
H -0.18644 -2.99967 7.46151 0.348
H -2.05804 -3.43606 5.96728 0.366
H -3.64596 -1.63705 5.37811 0.360
C 7.65491 6.11085 2.34659 -0.303
C 8.68172 5.20070 2.61044 -0.425
C 9.86489 5.28559 1.89079 -0.258
C 10.05967 6.22207 0.85928 -0.416
C 9.00673 6.97981 0.52642 -0.274
C 7.80839 6.94691 1.31074 -0.382
H 6.71912 6.15177 2.88419 0.365
H 8.48902 4.38121 3.28698 0.352
H 10.67356 4.57487 1.97639 0.318
H 10.96800 6.29739 0.27991 0.366
H 9.08988 7.61128 -0.34577 0.338
H 7.09374 7.69595 1.00318 0.319
```

HOMO-LUMO gap, eV: 8.37
Energy relative to the best compared isomer or geometry (same formula, charge and spin), kJ/mol: 206.6
SMILES: O=[N+]([O-])c1ccccc1.COC[C@H](C)N.c1ccccc1.c1ccccc1.c1ccccc1.c1ccccc1

***

The following is a quantum chemistry calculation of 2 unconnected molecules or ions with the total composition C12H25Cl3N5 at a distorted geometry, from the OMol25 dataset.

Geometry as XYZ:
```
45
Properties=species:S:1:pos:R:3:nbo_charge:R:1
C -0.23463 0.77202 -1.37076 -0.653
C 1.31705 0.44009 -1.36446 -0.222
C 1.48899 -0.90224 -2.24148 -0.608
C 1.92431 0.10897 0.05579 -0.401
C 1.42026 1.03904 1.24408 -0.451
C 1.58193 0.19144 2.57341 0.517
N 2.80161 -0.39530 2.89354 -0.521
C 2.54141 -1.09271 4.10591 0.119
Cl 3.72160 -2.08817 4.98625 0.089
C 1.17000 -0.92889 4.53694 -0.088
N 0.62349 -0.10084 3.50592 -0.323
C -0.81526 0.26911 3.56215 -0.252
C -1.69326 -0.28126 2.35748 0.400
N -0.97220 -1.22067 1.46603 -0.889
N -2.31236 0.84300 1.62123 -0.834
N -2.84858 -1.04105 2.96471 -0.839
H -0.37063 1.89436 -1.47348 0.217
H -0.71429 0.38249 -0.43762 0.206
H -0.69914 0.33019 -2.29860 0.239
H 1.89791 1.22562 -1.93844 0.217
H 2.56575 -1.12616 -2.48019 0.215
H 0.80231 -0.92910 -3.12996 0.227
H 1.14745 -1.74139 -1.55071 0.188
H 1.81617 -0.96505 0.37210 0.221
H 3.04605 0.28794 -0.02992 0.211
H 0.33583 1.31843 1.20022 0.241
H 2.01306 2.00104 1.30969 0.253
H 3.66680 -0.34094 2.35754 0.475
H 0.61783 -1.34407 5.40726 0.283
H -1.22283 -0.23114 4.49224 0.263
H -0.95691 1.37850 3.74514 0.250
H -0.64113 -2.04776 1.96837 0.370
H -1.57995 -1.50779 0.69569 0.386
H -2.49873 0.57571 0.65325 0.380
H -1.74453 1.68725 1.68617 0.371
H -2.60881 -2.04270 2.91901 0.349
H -3.61002 -0.93030 2.28601 0.374
Cl -3.19108 1.18857 -4.83677 -0.056
C -1.64878 1.50995 -5.66885 -0.390
C -1.00673 0.24420 -6.19169 -0.384
Cl -0.42971 -0.80927 -4.87374 -0.064
H -0.99290 2.03360 -4.97317 0.219
H -1.87104 2.18173 -6.49881 0.233
H -0.13796 0.49500 -6.80113 0.230
H -1.69836 -0.33146 -6.80636 0.232
```

HOMO-LUMO gap, eV: 9.45
Total charge: +1
Energy relative to the best compared isomer or geometry (same formula, charge and spin), kJ/mol: 190.6

***

The following is a quantum chemistry calculation of a single C5H6O molecule at a distorted geometry, from the OMol25 dataset.

Geometry as XYZ:
```
12
Properties=species:S:1:pos:R:3:nbo_charge:R:1
C 1.29331 0.26892 -0.37913 -0.405
C 0.44176 0.38386 0.77738 -0.269
C 0.33627 -0.89915 -0.02566 -0.260
C -1.10962 -0.49463 -0.43353 0.041
O -1.08106 0.77232 -1.09031 -0.485
C -1.01296 0.73454 0.33647 0.054
H 1.17315 0.78220 -1.29730 0.241
H 2.25948 -0.30590 -0.25848 0.229
H 0.78738 0.47575 1.79891 0.225
H 0.60294 -1.88971 0.32334 0.226
H -1.94493 -1.15482 -0.64191 0.203
H -1.75316 1.29888 0.89323 0.202
```

HOMO-LUMO gap, eV: 10.14
Energy relative to the best compared isomer or geometry (same formula, charge and spin), kJ/mol: 353.5
SMILES: C1[C@@H]2[C@H]1[C@@H]1O[C@H]21

***

The following is a quantum chemistry calculation of 7 unconnected molecules or ions with the total composition C5H23NO8 at a distorted geometry, from the OMol25 dataset.

Geometry as XYZ:
```
37
Properties=species:S:1:pos:R:3:nbo_charge:R:1
N 0.87626 -3.19182 -1.49118 -0.904
C 1.89193 -2.04941 -1.49844 -0.266
C 1.39498 -0.89437 -2.30193 -0.422
C 0.72044 0.40433 -1.52541 -0.381
C -0.34159 -0.04259 -0.55319 -0.575
C -1.61372 0.17785 -1.28127 0.787
O -2.46237 -0.60821 -1.64042 -0.578
O -2.01492 1.52407 -1.33800 -0.698
H 0.06970 -3.11142 -2.18969 0.378
H 1.13579 -4.12189 -1.41068 0.375
H 3.01346 -2.29494 -1.83725 0.198
H 2.03793 -1.85246 -0.35655 0.226
H 0.57861 -1.22166 -3.02645 0.214
H 2.23369 -0.36822 -2.93633 0.225
H 1.54054 0.80956 -0.74871 0.190
H 0.40215 1.22710 -2.06381 0.213
H -0.34924 0.37547 0.50692 0.259
H -0.17570 -1.13098 -0.44240 0.244
H -1.27301 2.06942 -0.81466 0.490
O 2.51825 -0.88020 1.75778 -0.919
H 1.88251 -0.16462 1.64743 0.464
H 3.19950 -0.39645 1.30667 0.465
O -1.09345 -0.66486 2.17939 -0.979
H -2.02512 -1.12671 2.34424 0.494
H -0.57988 -1.47192 2.09086 0.508
O -0.38984 1.58266 3.13906 -0.990
H -1.05483 1.49245 3.80004 0.470
H -0.30012 0.72473 2.68940 0.496
O -0.60260 4.21090 -0.83002 -0.933
H 0.19494 4.25742 -1.38171 0.475
H -0.20427 4.23348 0.05046 0.469
O -1.09782 -3.29468 1.31227 -0.974
H -0.49898 -3.40241 0.58105 0.503
H -1.93037 -2.90675 1.05342 0.477
O 1.54941 2.98028 1.69794 -0.968
H 0.55769 3.08910 1.70437 0.482
H 1.84566 3.25992 2.60906 0.486
```

HOMO-LUMO gap, eV: 9.56
Energy relative to the best compared isomer or geometry (same formula, charge and spin), kJ/mol: 361.3
SMILES: NCCCCC(=O)O.O.O.O.O.O.O

***

Question: Among the records above, which one has the lowest HOMO-LUMO gap?
Answer: C34H40N2O3

***

Question: What is the formula in the first record?
Answer: C34H40N2O3